[1]
A structure of composition C23H29N3O5 in a non-equilibrium geometry. Source: OMol25; level of theory: the ωB97M-V functional and the def2-TZVPD basis.

Positions of all 60 atoms, in Å:
C1 -9.7952 -0.2087 0.9373
C2 -8.2234 -0.6034 0.7388
C3 -7.5161 0.2977 -0.3826
N1 -6.2204 -0.1638 -0.4942
C4 -5.2644 0.5285 -0.2166
O1 -5.5590 1.7395 0.4067
C5 -3.9985 0.0229 -0.0184
C6 -3.5535 -0.7020 -1.3229
C7 -2.2813 -1.1495 -1.3758
C8 -1.2411 -0.8241 -0.3553
C9 -1.7167 0.2952 0.6850
C10 -3.0591 0.6602 0.6370
H1 -3.2297 1.0742 1.3993
H2 -0.9061 0.4981 1.4341
C11 0.1232 -1.3068 -0.5571
N2 1.0085 -0.3240 0.1470
C12 2.1793 -0.8007 0.8161
C13 3.2350 -0.0333 1.3541
N3 3.8230 1.3900 1.3022
C14 3.0548 2.4596 0.8429
H3 2.8801 3.1860 1.3913
C15 3.8515 3.0549 -0.2582
H4 3.3421 3.3448 -1.2102
C16 4.9262 1.9461 -0.6562
C17 4.2545 0.8399 -1.6048
O2 3.1963 0.7111 -1.7624
O3 5.0431 -0.5880 -1.3911
C18 4.5076 -1.4730 -1.8863
C19 5.1805 -2.8181 -1.1417
H5 5.2584 -2.7757 -0.0967
H6 6.3091 -2.6197 -1.6205
H7 4.8010 -3.7507 -1.7050
H8 4.5546 -1.6025 -2.9286
H9 3.3954 -1.8054 -1.5792
C20 5.8903 1.4981 0.3471
H10 6.4502 0.8103 0.1936
C21 5.1445 1.5120 1.4849
H11 5.1930 2.4718 2.4659
H12 5.4640 0.7454 2.3113
H13 6.5810 2.4574 0.5156
H14 5.6682 2.1910 -1.5087
H15 4.3701 3.9215 0.1529
H16 2.0129 2.0642 0.3786
C22 3.7803 -1.3785 1.8232
O4 4.7887 -1.4969 2.2104
C23 2.7288 -1.9924 1.3108
O5 2.1753 -3.1503 1.4094
H17 1.2830 0.3821 -0.5277
H18 0.3826 -1.5012 -1.5650
H19 0.1144 -2.1052 0.2608
H20 -1.9154 -1.7945 -2.1279
H21 -4.2196 -0.9824 -2.0064
H22 -5.8612 -1.0262 -0.7885
H23 -7.6507 1.1907 -0.0283
H24 -8.0493 -0.0387 -1.2026
H25 -7.8310 -0.3092 1.9019
H26 -8.3156 -1.7231 0.4533
H27 -10.4132 -0.7776 1.6904
H28 -9.9148 0.9444 1.1105
H29 -10.2163 -0.4121 0.2064

## Properties
Energy relative to the best compared isomer or geometry (same formula, charge and spin) (kcal/mol): 555.6
Orbital gap (eV): 8.33
Lowest unoccupied orbital energy (hartree): -0.003
E_HOMO (eV): -8.41
Calculated total energy (eV): -39006.85112

=====

[2]
An isolated molecule of C4H6N2 in a non-equilibrium geometry. Source: OMol25; level of theory: the ωB97M-V functional and the def2-TZVPD basis.

Positions of all 12 atoms, in Å:
C1 0.5595 -0.1116 -1.5181
C2 0.2425 0.5304 -0.1762
N1 -1.0173 1.1314 0.2460
C3 -0.4481 0.0646 1.0732
C4 -1.1347 -1.1990 1.2593
N2 -1.6745 -2.1850 1.5392
H1 -0.2258 -0.7175 -1.9781
H2 0.7904 0.7104 -2.2094
H3 1.4736 -0.7158 -1.4572
H4 1.0656 1.1858 0.0999
H5 -1.8499 0.7787 -0.2149
H6 -0.0601 0.4398 2.0179

## Properties
Energy relative to the best compared isomer or geometry (same formula, charge and spin) (kcal/mol): 41.4
Orbital gap (eV): 10.82
Lowest unoccupied orbital energy (hartree): 0.033
E_HOMO (eV): -9.93
Calculated total energy (eV): -7223.79441

=====

[3]
An isolated molecule of C6H11NO in a non-equilibrium geometry. Source: OMol25; level of theory: the ωB97M-V functional and the def2-TZVPD basis.

Positions of all 19 atoms, in Å:
C1 1.1666 -0.0026 -1.7967
C2 -0.0647 -0.2057 -0.8836
C3 -1.1290 0.8816 -1.0530
C4 -1.2909 1.6249 0.3165
C5 -0.0429 1.1786 1.0948
N1 0.3573 -0.1608 0.5178
C6 0.3941 -1.2404 1.3046
O1 0.5699 -2.3703 0.8561
H1 1.2578 -0.8678 -2.4598
H2 1.0849 0.9344 -2.3514
H3 2.1549 0.0565 -1.3402
H4 -0.5021 -1.1957 -1.0107
H5 -0.8583 1.6352 -1.7852
H6 -2.0436 0.4006 -1.3990
H7 -2.1831 1.4839 0.9161
H8 -1.1918 2.6865 0.0970
H9 -0.2017 1.0065 2.1571
H10 0.8650 1.7538 0.9159
H11 0.2622 -1.1188 2.3890

## Properties
Energy relative to the best compared isomer or geometry (same formula, charge and spin) (kcal/mol): 17.3
Orbital gap (eV): 10.19
Lowest unoccupied orbital energy (hartree): 0.034
E_HOMO (eV): -9.28
Calculated total energy (eV): -9937.70389